This record from the OMol25 dataset describes a cluster of 2 separate species, C3H8NO3 in total. The level of theory is ωB97M-V/def2-TZVPD.

The geometry in ORCA input format:
```
! wB97M-V def2-TZVPD RIJCOSX def2/J DEFGRID3
* xyz -1 1
O 0.35 3.09 -0.45
H -0.16 -0.81 -1.88
C -1.52 -0.24 -0.27
H 1.33 -2.00 1.40
H -0.03 -0.89 1.72
C -0.28 -1.00 -0.81
H 0.52 2.62 -1.28
O -2.42 -0.93 0.26
O -1.46 1.01 -0.41
C 0.96 -0.98 1.26
H -0.42 -2.08 -0.71
N 0.96 -0.63 -0.16
H 1.07 0.38 -0.22
H -0.53 2.76 -0.23
H 1.64 -0.30 1.78
*
```

Properties
**Frontier orbital gap**: 8.1796 eV


This record from the OMol25 dataset describes a cluster of 2 separate species, C2H4ClNO in total. The level of theory is ωB97M-V/def2-TZVPD.

The geometry in ORCA input format:
```
! wB97M-V def2-TZVPD RIJCOSX def2/J DEFGRID3
* xyz 0 1
H -0.78 -2.40 0.95
H -0.81 0.95 -1.37
O 0.29 0.95 0.31
H 0.64 -0.19 -1.25
H 0.87 1.63 -1.41
N -0.47 -1.84 0.05
Cl 0.04 0.13 2.68
C -0.05 -0.04 1.09
C 0.27 0.80 -1.05
*
```

Properties
**Frontier orbital gap (alpha / beta)**: 7.9140 / 7.9108 eV


This record from the OMol25 dataset describes the ion C21H42N5O7 with charge +1. The level of theory is ωB97M-V/def2-TZVPD.

The geometry in ORCA input format:
```
! wB97M-V def2-TZVPD RIJCOSX def2/J DEFGRID3
* xyz 1 1
H 0.60 0.87 0.64
C 2.04 -5.44 -1.89
C 0.37 4.76 1.25
N -1.73 0.39 -0.25
H 2.43 -4.61 -2.50
N -0.82 5.51 1.57
C -4.04 0.85 0.39
C 0.17 3.58 0.27
H 2.19 -0.41 -1.59
H 1.91 6.05 3.16
H -0.02 4.61 -1.38
H 2.15 3.72 -0.62
H -0.08 -2.60 -2.20
C -1.81 -5.29 -1.32
H 0.22 -6.13 -2.95
O 0.04 -4.37 -0.09
O 2.23 2.56 1.09
C -0.54 -0.50 -2.19
N 3.75 -4.83 -0.26
H -2.14 -2.80 -1.34
C 2.42 3.59 2.04
H -4.95 1.36 0.09
C 0.76 0.75 -0.44
N -1.53 -2.16 -0.73
H -2.24 -5.26 -0.32
H 3.99 -4.71 0.72
N -2.45 -4.22 -2.11
H -1.89 -1.19 -0.39
C 1.55 2.97 -0.06
O 1.73 -2.88 -0.72
H -1.48 -0.55 -2.75
H -2.09 -4.23 -3.06
H 2.12 -6.03 0.18
O -0.52 3.94 -0.90
H 0.53 -1.80 0.55
H -1.75 4.09 2.76
O 1.47 1.88 -0.93
H 0.63 2.87 3.88
H -1.05 6.12 0.80
C 1.07 4.18 2.51
H -3.45 -4.41 -2.17
C 2.36 -5.14 -0.42
H 3.00 0.43 0.51
H 2.56 -6.34 -2.20
H -0.74 1.59 -1.69
C 1.41 -4.01 0.04
C -2.01 4.77 1.96
H -0.46 2.84 0.76
H 3.97 -3.96 -0.74
C 0.89 -1.76 -0.49
H 1.76 4.85 4.44
C -0.31 -5.10 -1.22
H -2.46 4.21 1.14
C 1.70 -0.46 -0.61
H 3.05 4.38 1.62
H -3.27 0.72 -1.61
C -0.30 -1.81 -1.47
H 2.94 3.11 2.87
H -4.26 -0.21 0.49
H -2.77 2.17 -0.73
O 0.28 3.12 3.01
C 0.57 -5.58 -2.08
O 2.65 -0.46 0.42
H -1.48 0.68 0.69
H -1.28 -2.77 0.06
H 0.26 -0.30 -2.91
C -0.60 0.64 -1.17
H -2.00 -6.27 -1.76
C -2.95 1.10 -0.64
H 1.07 5.47 0.80
H -2.74 5.49 2.33
H 1.53 -3.80 1.11
H 0.32 5.69 3.82
C 1.28 5.26 3.55
H -3.75 1.24 1.37
*
```

Properties
**Frontier orbital gap**: 9.0016 eV
**SMILES string**: CCN[C@@H]1C[C@H]([NH3+])[C@@H](O[C@H]2OC(CN)=CC[C@H]2N)[C@H](O)[C@H]1O[C@@H]1OC[C@](C)(O)[C@H](NC)[C@H]1O


This record from the OMol25 dataset describes the molecule C6H14N4O2. The level of theory is ωB97M-V/def2-TZVPD.

The geometry in ORCA input format:
```
! wB97M-V def2-TZVPD RIJCOSX def2/J DEFGRID3
* xyz 0 1
N -0.28 0.76 -3.25
C 1.09 1.67 -1.34
H 1.50 -0.99 -2.17
C -0.77 -1.60 0.26
H 1.05 -0.49 0.18
H -1.33 -0.66 0.03
H -1.46 -1.75 4.48
C 0.06 0.62 -1.80
H -0.86 0.65 -1.21
H -0.12 -1.52 -2.29
O 2.03 1.55 -0.57
O 0.50 2.79 -1.74
C -0.97 -0.84 2.70
H -1.31 0.91 2.84
H -1.04 1.39 -3.22
N -0.84 -1.85 1.72
H 0.25 -1.47 4.16
H -1.31 -2.43 -0.24
H 0.37 1.21 -3.84
H 1.01 3.40 -1.15
H 1.29 -2.13 -0.26
N -1.16 0.31 2.12
C 0.49 -0.90 -1.74
H -0.33 -2.71 2.01
N -0.72 -1.18 4.02
C 0.60 -1.35 -0.27
*
```

Properties
**Frontier orbital gap**: 9.3240 eV
**SMILES string**: [H]/N=C(\N)NCCC[C@H](N)C(=O)O


This record from the OMol25 dataset describes a structure of composition C10H13BFeO4. The level of theory is ωB97M-V/def2-TZVPD.

The geometry in ORCA input format:
```
! wB97M-V def2-TZVPD RIJCOSX def2/J DEFGRID3
* xyz 2 5
H 1.72 -0.96 -1.21
C 0.61 -1.55 2.73
H 3.54 3.97 -0.94
C -0.53 -1.91 -0.74
C -3.04 -0.95 -0.74
B 4.42 3.25 -1.35
H 1.58 -2.06 2.70
H 0.01 1.59 -0.98
O -0.23 -2.02 1.66
H 1.49 1.26 -0.12
C 0.60 0.78 -0.52
H -0.63 -2.99 -0.68
C -0.12 -1.19 -1.84
O -4.32 -0.78 2.51
H 4.56 3.11 -2.58
C -0.23 0.20 0.57
O -3.79 2.37 -0.33
H -0.25 0.74 1.54
C -3.10 1.49 -0.05
H 1.52 0.22 -2.47
C -0.47 -1.23 0.55
H 0.11 -1.78 3.67
C 1.05 -0.27 -1.61
C -3.59 -0.44 1.68
O -3.90 -1.50 -1.25
H 0.82 -0.48 2.69
H 5.02 2.49 -0.57
Fe -2.38 0.05 0.49
H -0.46 -1.43 -2.82
*
```

Properties
**Frontier orbital gap (alpha / beta)**: 6.9399 / 4.9923 eV
**⟨S²⟩**: 6.063


This record from the OMol25 dataset describes a structure of composition C18H27N3O3. The level of theory is ωB97M-V/def2-TZVPD.

The geometry in ORCA input format:
```
! wB97M-V def2-TZVPD RIJCOSX def2/J DEFGRID3
* xyz 0 1
C 2.59 -1.70 0.34
O -2.37 2.07 -0.86
H 1.60 -1.50 0.60
H 6.43 -2.26 -0.10
N -2.19 -0.10 -0.44
H 5.57 -0.38 1.11
C -5.43 -1.91 -0.09
H 4.94 -3.60 -1.09
N -0.29 1.14 -0.86
C 3.58 -0.59 0.78
O -2.49 -1.09 2.28
H -4.79 -0.07 3.10
H -1.28 -0.90 0.09
C 2.74 1.84 -0.50
C 0.51 3.05 0.58
C 4.53 -2.84 -0.64
H -3.02 -1.22 -2.55
H 2.49 -3.45 -1.08
H 0.23 0.42 -0.17
H 3.51 1.31 -1.06
C 5.36 -2.08 -0.14
C -4.03 -1.57 -2.09
H 0.71 1.55 2.25
H -5.47 -2.20 0.85
C 0.42 2.27 -0.81
O -4.63 0.04 1.98
C -3.52 -0.19 0.07
H -4.32 -2.37 -2.76
H 3.80 1.10 1.96
H 2.08 3.25 -1.94
N 2.07 1.25 0.81
C 1.43 2.29 1.39
H -3.38 -2.55 -0.35
H -3.99 0.54 -0.32
H 1.62 1.49 -2.07
H -5.94 -1.04 -0.35
H 1.84 2.86 2.35
H -0.36 3.11 -1.58
H 3.42 2.76 -0.08
H -0.48 3.20 0.95
C 3.00 0.25 1.55
C 4.94 -0.91 0.70
C -3.44 -0.61 1.61
C -4.02 -1.83 -0.78
H 0.99 4.00 0.39
H -4.72 -0.79 -2.28
C 1.64 2.32 -1.34
C -1.61 0.89 -0.76
H 2.28 0.21 2.50
H -5.74 -2.65 -0.78
C 3.18 -2.80 -0.39
*
```

Properties
**Frontier orbital gap**: 8.3096 eV


This record from the OMol25 dataset describes a cluster of 10 separate species, C20H60O10S5 in total. The level of theory is ωB97M-V/def2-TZVPD.

The geometry in ORCA input format:
```
! wB97M-V def2-TZVPD RIJCOSX def2/J DEFGRID3
* xyz 0 1
S -3.40 2.47 -0.20
H 1.39 0.83 1.70
C 0.86 3.89 1.61
S -2.14 -2.28 1.85
O 4.94 3.79 -2.98
O -0.87 -2.62 -2.68
H 0.35 2.20 -3.45
H -0.72 1.37 -2.40
H -4.30 -3.22 1.77
H -1.75 -0.71 4.54
H -3.19 -4.69 -4.04
H 3.23 0.68 -2.40
C 3.83 -3.64 3.24
O -1.92 0.14 5.26
C 3.86 -3.42 -3.31
H -1.30 2.27 6.63
O 1.40 -3.70 4.31
H -0.09 -2.83 -2.71
O 1.87 -2.30 -2.27
H -2.04 3.46 5.39
O -0.11 3.32 -1.83
C 1.86 4.98 2.03
H 2.25 5.56 1.32
H 3.51 -4.19 -2.58
H 4.02 -3.82 4.30
O -2.17 -1.52 3.15
H 0.99 3.43 0.50
O -2.14 3.38 -0.06
H -1.47 -4.36 -4.52
C -1.76 -3.80 -2.70
C 2.61 -1.30 3.88
H -4.81 4.28 0.36
S 2.17 -2.95 3.15
C -1.67 2.78 -3.61
H -0.94 -4.39 2.55
C -2.18 1.43 4.80
O 0.84 -1.59 0.31
O -0.35 4.54 1.53
C -3.86 -2.37 1.33
C -2.28 -4.11 -4.10
H 3.00 -1.42 4.77
H -2.75 -4.44 2.51
H 0.90 -0.11 -0.82
C 0.26 0.42 1.17
H -2.99 2.26 6.76
S 2.50 -2.36 -3.70
H -2.41 -3.18 -4.67
H -1.18 1.78 4.29
H -4.47 -1.57 1.38
C 5.21 1.36 -4.07
H 1.63 -0.68 3.71
H 4.41 -3.88 -4.11
C -4.72 3.66 -0.46
H 3.39 -0.77 3.36
H -3.98 2.86 2.06
H 4.46 1.81 -4.95
H -1.59 3.89 -3.77
H -0.08 1.50 0.80
C -0.40 2.41 -2.82
C 1.54 -3.51 -4.55
H -5.04 1.68 1.25
C -2.20 2.47 6.03
S 5.03 2.33 -2.59
H 0.78 3.21 2.38
H 0.86 -2.96 -5.22
H 4.57 -2.66 -2.97
H -0.79 -0.32 -0.52
H 1.82 5.49 2.92
H 4.90 0.33 -3.93
H -3.67 -2.66 0.36
H 2.67 4.45 2.08
H 3.93 -4.60 2.72
H 2.55 2.10 -2.90
H 3.12 2.16 -1.17
H -3.14 1.52 4.20
H -2.46 -3.70 -1.95
H 1.84 -4.15 -5.38
H -4.41 4.36 -1.33
H -0.97 3.98 1.16
C -3.97 1.97 1.40
H -3.43 1.36 2.00
H -0.93 3.59 -1.12
H -5.52 3.24 -0.58
H 1.03 -2.26 -0.28
H -0.36 0.22 1.97
C 0.24 -0.35 -0.08
C 3.33 1.78 -2.30
C -1.84 -4.00 2.11
H 6.39 1.34 -4.32
H 4.27 -2.73 2.84
H -1.59 2.35 -4.79
H -1.14 -4.65 -2.45
H -1.45 -4.33 1.10
H -2.65 2.59 -3.28
H 0.94 -4.15 -3.88
*
```

Properties
**Frontier orbital gap**: 8.5577 eV


This record from the OMol25 dataset describes the molecule C3H5N3S. The level of theory is ωB97M-V/def2-TZVPD.

The geometry in ORCA input format:
```
! wB97M-V def2-TZVPD RIJCOSX def2/J DEFGRID3
* xyz 0 1
H 1.53 1.34 0.65
H -1.84 -0.23 -0.96
C -0.30 1.04 -0.17
S -0.80 -2.86 -0.25
H 1.90 -1.10 0.00
N 0.86 0.65 0.40
C 1.00 -0.76 0.55
H -1.52 2.29 -0.86
N -0.93 -0.18 -0.55
N -0.68 2.25 -0.29
H 1.03 -1.14 1.58
C -0.27 -1.30 -0.11
*
```

Properties
**Frontier orbital gap**: 9.1516 eV
**SMILES string**: [H]/N=C1/NCC(=S)N1


What did the fourth record say?
This record from the OMol25 dataset describes the molecule C6H14N4O2. The level of theory is ωB97M-V/def2-TZVPD.

The geometry in ORCA input format:
```
! wB97M-V def2-TZVPD RIJCOSX def2/J DEFGRID3
* xyz 0 1
N -0.28 0.76 -3.25
C 1.09 1.67 -1.34
H 1.50 -0.99 -2.17
C -0.77 -1.60 0.26
H 1.05 -0.49 0.18
H -1.33 -0.66 0.03
H -1.46 -1.75 4.48
C 0.06 0.62 -1.80
H -0.86 0.65 -1.21
H -0.12 -1.52 -2.29
O 2.03 1.55 -0.57
O 0.50 2.79 -1.74
C -0.97 -0.84 2.70
H -1.31 0.91 2.84
H -1.04 1.39 -3.22
N -0.84 -1.85 1.72
H 0.25 -1.47 4.16
H -1.31 -2.43 -0.24
H 0.37 1.21 -3.84
H 1.01 3.40 -1.15
H 1.29 -2.13 -0.26
N -1.16 0.31 2.12
C 0.49 -0.90 -1.74
H -0.33 -2.71 2.01
N -0.72 -1.18 4.02
C 0.60 -1.35 -0.27
*
```

Properties
**Frontier orbital gap**: 9.3240 eV
**SMILES string**: [H]/N=C(\N)NCCC[C@H](N)C(=O)O